[1]
DFT (wB97M-V/def2-TZVPD) results for an isolated molecule of C5H9NO.

Positions of all 16 atoms, in Å:
C (-1.895, -0.441, -0.009)
C (-1.130, 0.628, 0.749)
N (-0.002, 0.296, 1.623)
C (0.259, 0.959, 0.353)
C (0.853, 0.185, -0.788)
C (2.164, -0.453, -0.687)
O (0.968, -1.219, -0.600)
H (-1.997, -0.188, -1.071)
H (-2.901, -0.559, 0.399)
H (-1.386, -1.406, 0.046)
H (-1.754, 1.427, 1.143)
H (0.222, -0.694, 1.526)
H (0.625, 1.982, 0.442)
H (0.496, 0.473, -1.781)
H (2.751, -0.627, -1.587)
H (2.726, -0.362, 0.242)

## Properties
Orbital gap, eV: 10.46
ΔE to the lowest compared entry with this formula, charge and spin, eV: 2.943
Net charge: 0
SMILES string: C[C@H]1N[C@H]1[C@H]1CO1
LUMO, eV: 1.11
DFT total energy, Eh: -325.82939
HOMO, eV: -9.35

Okay, here come the Löwdin numbers, in e, for every atom: -0.05, -0.31, 0.07, -0.25, -0.27, -0.10, -0.06, 0.08, 0.07, 0.08, 0.13, 0.09, 0.14, 0.15, 0.11, 0.12

[2]
DFT (wB97M-V/def2-TZVPD) results for an isolated molecule of C5H9NO.

Positions of all 16 atoms, in Å:
O (1.598, -1.110, 2.054)
C (1.116, -1.397, 0.873)
C (-0.328, -0.972, 0.705)
C (-0.331, 0.139, -0.343)
C (-0.838, -0.060, -1.719)
N (-1.645, 0.647, -0.722)
C (0.861, 1.035, -0.077)
H (0.945, -0.694, 2.662)
H (1.728, 0.360, 0.021)
H (-0.799, -0.564, 1.624)
H (-0.908, -1.842, 0.377)
H (-1.227, -1.026, -2.033)
H (-0.384, 0.524, -2.520)
H (-1.623, 1.650, -0.892)
H (1.095, 1.735, -0.880)
H (0.741, 1.575, 0.873)

## Properties
Orbital gap, eV: 9.43
ΔE to the lowest compared entry with this formula, charge and spin, eV: 4.500
Net charge: 0
LUMO, eV: 0.86
DFT total energy, Eh: -325.77220
HOMO, eV: -8.58

Okay, here come the Löwdin numbers, in e, for every atom: 0.01, -0.10, -0.17, -0.54, -0.11, 0.05, -0.04, 0.11, 0.06, 0.12, 0.12, 0.10, 0.11, 0.09, 0.09, 0.09

[3]
DFT (wB97M-V/def2-TZVPD) results for a cluster of 2 separate species, C5H9NO in total in a non-equilibrium geometry.

Positions of all 16 atoms, in Å:
C (1.184, -0.013, -1.745)
N (0.689, 0.164, -0.389)
C (1.499, -0.461, 0.643)
C (0.196, -1.046, 0.250)
H (1.958, 0.733, -1.953)
H (0.367, 0.132, -2.458)
H (1.614, -1.016, -1.908)
H (2.403, -0.986, 0.337)
H (1.586, 0.096, 1.572)
H (0.196, -1.961, -0.339)
H (-0.659, -0.929, 0.907)
C (-1.901, 1.473, 1.207)
C (-2.640, 0.479, 0.775)
O (-3.274, -0.424, 0.389)
H (-2.317, 2.172, 1.919)
H (-0.901, 1.587, 0.793)

## Properties
Orbital gap, eV: 10.12
ΔE to the lowest compared entry with this formula, charge and spin, eV: 3.149
Net charge: 0
SMILES string: CN1CC1.C=C=O
LUMO, eV: 1.01
DFT total energy, Eh: -325.82183
HOMO, eV: -9.11

Okay, here come the Löwdin numbers, in e, for every atom: -0.11, -0.18, -0.15, -0.16, 0.08, 0.08, 0.08, 0.10, 0.10, 0.11, 0.07, 0.00, -0.29, 0.15, 0.06, 0.05

[4]
DFT (wB97M-V/def2-TZVPD) results for an isolated molecule of C5H9NO.

Positions of all 16 atoms, in Å:
C (-2.672, -0.197, -0.942)
N (-1.689, 0.191, -0.252)
C (-0.378, -0.387, -0.529)
C (0.702, 0.476, 0.118)
C (2.073, -0.208, 0.099)
C (0.324, 0.758, 1.560)
O (0.615, 1.769, 2.150)
H (-3.662, 0.210, -0.731)
H (-2.597, -0.939, -1.750)
H (-0.192, -0.502, -1.607)
H (-0.344, -1.394, -0.089)
H (0.765, 1.445, -0.389)
H (2.049, -1.151, 0.659)
H (2.831, 0.437, 0.553)
H (2.385, -0.437, -0.926)
H (-0.211, -0.071, 2.076)

## Properties
Orbital gap, eV: 10.43
ΔE to the lowest compared entry with this formula, charge and spin, eV: 1.819
Net charge: 0
SMILES string: C=NC[C@H](C)C=O
LUMO, eV: 0.93
DFT total energy, Eh: -325.87071
HOMO, eV: -9.50

Okay, here come the Löwdin numbers, in e, for every atom: -0.05, -0.02, -0.23, -0.35, -0.06, -0.26, 0.06, 0.07, 0.08, 0.12, 0.13, 0.15, 0.08, 0.08, 0.08, 0.13

[5]
DFT (wB97M-V/def2-TZVPD) results for an isolated molecule of C5H9NO in a non-equilibrium geometry.

Positions of all 16 atoms, in Å:
C (1.421, -1.035, -0.809)
C (0.516, -0.795, 0.131)
N (0.661, -0.848, 1.504)
C (-0.865, -0.464, -0.286)
C (-1.219, 1.050, 0.111)
C (-0.130, 2.033, -0.372)
O (-0.220, 3.231, -0.478)
H (2.334, -1.576, -0.405)
H (1.402, -0.966, -1.855)
H (1.577, -1.167, 1.924)
H (-0.177, -1.398, 1.817)
H (-1.562, -1.263, 0.080)
H (-0.840, -0.523, -1.347)
H (-1.420, 0.894, 1.170)
H (-2.208, 1.399, -0.271)
H (0.732, 1.428, -0.913)

## Properties
Orbital gap, eV: 9.42
ΔE to the lowest compared entry with this formula, charge and spin, eV: 2.523
Net charge: 0
SMILES string: C=C(N)CCC=O
LUMO, eV: 0.80
DFT total energy, Eh: -325.84483
HOMO, eV: -8.62

Okay, here come the Löwdin numbers, in e, for every atom: 0.02, -0.54, 0.08, -0.17, -0.12, -0.25, 0.04, 0.08, 0.04, 0.12, 0.11, 0.13, 0.09, 0.10, 0.12, 0.14

[6]
DFT (wB97M-V/def2-TZVPD) results for a cluster of 2 separate species, C5H9NO in total in a non-equilibrium geometry.

Positions of all 16 atoms, in Å:
C (-0.688, 0.602, 2.096)
C (-0.062, 0.561, 0.765)
C (0.995, -0.241, 0.222)
C (1.311, 0.123, -1.086)
N (0.296, 1.050, -1.534)
C (-0.360, 1.385, -0.358)
H (-0.001, 0.911, 2.912)
H (-1.434, 1.361, 2.131)
H (-1.280, -0.317, 2.358)
H (1.783, -0.869, 0.779)
H (1.861, -0.341, -1.902)
H (-0.094, 1.318, -2.420)
H (-1.039, 2.169, -0.467)
O (-0.935, -2.723, -0.299)
H (-1.171, -2.424, 0.528)
H (-0.400, -1.960, -0.625)

## Properties
Orbital gap, eV: 9.25
ΔE to the lowest compared entry with this formula, charge and spin, eV: 1.892
Net charge: 0
SMILES string: Cc1cc[nH]c1.O
LUMO, eV: 0.88
DFT total energy, Eh: -325.86801
HOMO, eV: -8.37

Okay, here come the Löwdin numbers, in e, for every atom: -0.07, -0.29, -0.12, -0.11, 0.02, -0.09, 0.09, 0.06, 0.09, 0.14, 0.10, 0.14, 0.09, -0.04, -0.03, 0.03

[7]
DFT (wB97M-V/def2-TZVPD) results for an isolated molecule of C5H9NO.

Positions of all 16 atoms, in Å:
C (-1.446, 1.141, 1.308)
C (-1.454, -0.270, 0.768)
O (-2.401, -1.017, 0.903)
C (-0.231, -0.746, 0.034)
C (1.154, -0.514, 0.537)
N (0.638, 0.255, -0.565)
C (1.191, -0.040, -1.887)
H (-2.423, 1.360, 1.741)
H (-0.675, 1.253, 2.079)
H (-1.205, 1.850, 0.511)
H (-0.396, -1.683, -0.501)
H (1.886, -1.292, 0.313)
H (1.332, 0.022, 1.468)
H (2.241, -0.337, -1.805)
H (1.144, 0.855, -2.511)
H (0.643, -0.841, -2.395)

## Properties
Orbital gap, eV: 10.27
ΔE to the lowest compared entry with this formula, charge and spin, eV: 2.069
Net charge: 0
SMILES string: CC(=O)[C@@H]1CN1C
LUMO, eV: 0.95
DFT total energy, Eh: -325.86150
HOMO, eV: -9.32

Okay, here come the Löwdin numbers, in e, for every atom: -0.01, -0.40, 0.07, -0.21, -0.10, -0.12, -0.08, 0.08, 0.08, 0.08, 0.15, 0.11, 0.11, 0.08, 0.08, 0.08

[8]
DFT (wB97M-V/def2-TZVPD) results for an isolated molecule of C5H9NO in a non-equilibrium geometry.

Positions of all 16 atoms, in Å:
C (-1.754, -1.117, 0.094)
C (-0.743, -0.057, -0.156)
C (0.576, -0.018, 0.049)
N (1.419, -1.126, 0.055)
O (2.769, -0.765, 0.172)
C (0.619, 1.477, 0.274)
C (-0.825, 1.436, -0.338)
H (-2.414, -1.352, -0.745)
H (-2.382, -0.763, 0.923)
H (-1.273, -2.040, 0.438)
H (1.225, -1.646, -0.794)
H (3.287, -1.566, 0.078)
H (0.528, 1.700, 1.344)
H (1.384, 2.129, -0.159)
H (-0.784, 1.728, -1.395)
H (-1.632, 1.981, 0.161)

## Properties
Orbital gap, eV: 8.28
ΔE to the lowest compared entry with this formula, charge and spin, eV: 4.277
Net charge: 0
SMILES string: CC1=C(NO)CC1
LUMO, eV: 0.84
DFT total energy, Eh: -325.78038
HOMO, eV: -7.44

Okay, here come the Löwdin numbers, in e, for every atom: -0.05, -0.27, -0.25, -0.04, -0.05, -0.08, -0.13, 0.07, 0.08, 0.07, 0.13, 0.09, 0.11, 0.10, 0.10, 0.10

[9]
DFT (wB97M-V/def2-TZVPD) results for an isolated molecule of C5H9NO.

Positions of all 16 atoms, in Å:
C (0.208, -0.699, -2.125)
C (0.681, 0.527, -1.383)
O (1.280, 1.424, -1.940)
C (0.421, 0.618, 0.092)
C (0.745, -0.501, 1.028)
N (-0.621, -0.204, 0.685)
C (-1.424, 0.444, 1.709)
H (-0.306, -0.374, -3.032)
H (1.076, -1.287, -2.436)
H (-0.457, -1.317, -1.523)
H (0.564, 1.623, 0.482)
H (1.104, -0.210, 2.017)
H (1.149, -1.437, 0.646)
H (-1.860, -0.318, 2.362)
H (-2.240, 0.991, 1.229)
H (-0.843, 1.146, 2.330)

## Properties
Orbital gap, eV: 10.33
ΔE to the lowest compared entry with this formula, charge and spin, eV: 1.962
Net charge: 0
SMILES string: CC(=O)[C@@H]1CN1C
LUMO, eV: 0.96
DFT total energy, Eh: -325.86546
HOMO, eV: -9.38

Okay, here come the Löwdin numbers, in e, for every atom: -0.01, -0.40, 0.07, -0.21, -0.09, -0.13, -0.09, 0.09, 0.09, 0.07, 0.15, 0.11, 0.11, 0.08, 0.09, 0.08

[10]
DFT (wB97M-V/def2-TZVPD) results for an isolated molecule of C5H9NO.

Positions of all 16 atoms, in Å:
C (-1.414, 1.170, 1.297)
C (-1.506, -0.185, 0.631)
O (-2.511, -0.865, 0.667)
C (-0.287, -0.704, -0.082)
C (1.086, -0.606, 0.502)
N (0.689, 0.249, -0.585)
C (1.254, -0.048, -1.891)
H (-2.420, 1.577, 1.414)
H (-0.976, 1.055, 2.296)
H (-0.780, 1.851, 0.723)
H (-0.489, -1.594, -0.683)
H (1.758, -1.439, 0.290)
H (1.246, -0.121, 1.463)
H (2.218, 0.461, -1.984)
H (0.580, 0.329, -2.665)
H (1.409, -1.128, -2.059)

## Properties
Orbital gap, eV: 10.33
ΔE to the lowest compared entry with this formula, charge and spin, eV: 1.950
Net charge: 0
SMILES string: CC(=O)[C@@H]1CN1C
LUMO, eV: 0.96
DFT total energy, Eh: -325.86589
HOMO, eV: -9.37

Okay, here come the Löwdin numbers, in e, for every atom: -0.01, -0.40, 0.07, -0.21, -0.10, -0.13, -0.09, 0.08, 0.09, 0.08, 0.15, 0.11, 0.11, 0.08, 0.09, 0.08

[11]
DFT (wB97M-V/def2-TZVPD) results for an isolated molecule of C5H9NO.

Positions of all 16 atoms, in Å:
C (0.183, 2.109, -0.254)
N (-0.409, 0.818, 0.120)
C (-1.397, 0.354, -0.606)
C (0.206, 0.109, 1.109)
C (0.517, -1.290, 1.012)
O (0.978, -1.912, 1.968)
C (0.458, -1.964, -0.358)
H (-0.576, 2.777, -0.667)
H (0.968, 1.916, -0.989)
H (0.634, 2.549, 0.634)
H (-1.915, -0.535, -0.282)
H (-1.654, 0.843, -1.533)
H (0.626, 0.683, 1.924)
H (1.323, -2.628, -0.410)
H (-0.440, -2.576, -0.474)
H (0.498, -1.254, -1.193)

## Properties
Orbital gap (alpha / beta), eV: 7.71 / 7.71
ΔE to the lowest compared entry with this formula, charge and spin, eV: 2.890
Net charge: 0
LUMO (alpha / beta), eV: 0.12 / 0.12
DFT total energy, Eh: -325.83136
HOMO (alpha / beta), eV: -7.58 / -7.59

Okay, here come the Löwdin numbers, in e, for every atom: -0.01, -0.25, 0.05, -0.07, -0.49, 0.00, -0.04, 0.09, 0.10, 0.09, 0.09, 0.09, 0.11, 0.08, 0.08, 0.06

[12]
DFT (wB97M-V/def2-TZVPD) results for an isolated molecule of C5H9NO.

Positions of all 16 atoms, in Å:
C (-1.172, -0.033, -1.343)
C (-0.940, 0.096, 0.162)
C (-0.520, 1.490, 0.663)
O (-0.995, 2.599, 0.624)
N (0.650, 0.996, 1.171)
C (0.404, -0.396, 0.793)
C (1.450, -1.014, -0.115)
H (-0.890, 0.883, -1.868)
H (-2.227, -0.214, -1.562)
H (-0.599, -0.859, -1.776)
H (-1.801, -0.273, 0.728)
H (1.347, 1.425, 1.763)
H (0.235, -1.041, 1.666)
H (1.621, -0.400, -1.005)
H (1.135, -2.013, -0.435)
H (2.403, -1.120, 0.415)

## Properties
Orbital gap, eV: 10.55
ΔE to the lowest compared entry with this formula, charge and spin, eV: 0.781
Net charge: 0
SMILES string: C[C@@H]1C(=O)N[C@@H]1C
LUMO, eV: 0.92
DFT total energy, Eh: -325.90886
HOMO, eV: -9.63

Okay, here come the Löwdin numbers, in e, for every atom: -0.05, -0.20, -0.47, 0.08, 0.12, -0.31, -0.06, 0.09, 0.08, 0.07, 0.14, 0.15, 0.14, 0.08, 0.08, 0.08

Question: DFT total energy of number 5 (C5H9NO)?
Answer: -325.84483 Eh

Copy entry 3 word for word.
DFT (wB97M-V/def2-TZVPD) results for a cluster of 2 separate species, C5H9NO in total in a non-equilibrium geometry.

Positions of all 16 atoms, in Å:
C (1.184, -0.013, -1.745)
N (0.689, 0.164, -0.389)
C (1.499, -0.461, 0.643)
C (0.196, -1.046, 0.250)
H (1.958, 0.733, -1.953)
H (0.367, 0.132, -2.458)
H (1.614, -1.016, -1.908)
H (2.403, -0.986, 0.337)
H (1.586, 0.096, 1.572)
H (0.196, -1.961, -0.339)
H (-0.659, -0.929, 0.907)
C (-1.901, 1.473, 1.207)
C (-2.640, 0.479, 0.775)
O (-3.274, -0.424, 0.389)
H (-2.317, 2.172, 1.919)
H (-0.901, 1.587, 0.793)

## Properties
Orbital gap, eV: 10.12
ΔE to the lowest compared entry with this formula, charge and spin, eV: 3.149
Net charge: 0
SMILES string: CN1CC1.C=C=O
LUMO, eV: 1.01
DFT total energy, Eh: -325.82183
HOMO, eV: -9.11

Okay, here come the Löwdin numbers, in e, for every atom: -0.11, -0.18, -0.15, -0.16, 0.08, 0.08, 0.08, 0.10, 0.10, 0.11, 0.07, 0.00, -0.29, 0.15, 0.06, 0.05

Repeat the seventh record exactly.
DFT (wB97M-V/def2-TZVPD) results for an isolated molecule of C5H9NO.

Positions of all 16 atoms, in Å:
C (-1.446, 1.141, 1.308)
C (-1.454, -0.270, 0.768)
O (-2.401, -1.017, 0.903)
C (-0.231, -0.746, 0.034)
C (1.154, -0.514, 0.537)
N (0.638, 0.255, -0.565)
C (1.191, -0.040, -1.887)
H (-2.423, 1.360, 1.741)
H (-0.675, 1.253, 2.079)
H (-1.205, 1.850, 0.511)
H (-0.396, -1.683, -0.501)
H (1.886, -1.292, 0.313)
H (1.332, 0.022, 1.468)
H (2.241, -0.337, -1.805)
H (1.144, 0.855, -2.511)
H (0.643, -0.841, -2.395)

## Properties
Orbital gap, eV: 10.27
ΔE to the lowest compared entry with this formula, charge and spin, eV: 2.069
Net charge: 0
SMILES string: CC(=O)[C@@H]1CN1C
LUMO, eV: 0.95
DFT total energy, Eh: -325.86150
HOMO, eV: -9.32

Okay, here come the Löwdin numbers, in e, for every atom: -0.01, -0.40, 0.07, -0.21, -0.10, -0.12, -0.08, 0.08, 0.08, 0.08, 0.15, 0.11, 0.11, 0.08, 0.08, 0.08

Question: What is the net charge in the fourth record?
Answer: 0